[1]
112
Properties=species:S:1:pos:R:3:mulliken_spin:R:1 method="wB97M-V/def2-TZVPD" spin_multiplicity=2 s2=0.767 e_lumo_ev="-7.612 / -8.969" molar_mass_g_mol=955.7 e_above_lowest_kcal_mol=0.0 orbital_gap_ev="6.8 / 5.6" charge=+3
Ti 0.593 -0.335 -1.482 0.00
C 0.818 0.439 -4.922 0.00
C 1.209 -0.926 -4.473 0.00
C 1.705 -1.983 -5.226 0.00
C 1.903 -3.019 -4.328 0.00
N 1.541 -2.607 -3.111 0.00
N 1.115 -1.324 -3.187 0.01
B 1.587 -3.380 -1.754 0.01
N 0.177 -3.309 -1.106 0.00
C -0.705 -4.255 -0.770 0.00
C -1.776 -3.658 -0.132 -0.01
C -1.478 -2.300 -0.102 0.00
C -2.311 -1.217 0.501 0.00
N -0.288 -2.089 -0.690 0.01
N 2.521 -2.581 -0.810 0.00
C 3.514 -2.990 -0.015 0.00
C 4.086 -1.884 0.579 0.00
C 3.363 -0.794 0.103 0.00
C 3.591 0.639 0.438 0.00
N 2.403 -1.226 -0.733 0.00
N 2.100 -4.762 -2.015 0.00
C 3.384 -5.118 -2.309 0.00
C 3.367 -6.387 -2.812 0.00
C 2.000 -6.753 -2.824 0.00
C 1.400 -8.046 -3.263 0.00
N 1.248 -5.770 -2.365 0.00
H 0.765 0.467 -6.008 0.00
H -0.155 0.729 -4.523 0.00
H 1.540 1.186 -4.592 0.00
H 1.901 -1.988 -6.284 0.00
H 2.264 -4.024 -4.479 0.00
H -0.494 -5.283 -1.012 0.00
H -2.645 -4.143 0.277 0.00
H -3.334 -1.277 0.129 0.00
H -2.357 -1.347 1.584 0.00
H -1.921 -0.224 0.299 0.00
H 3.755 -4.036 0.071 0.00
H 4.927 -1.863 1.250 0.00
H 4.653 0.800 0.620 0.00
H 3.280 1.298 -0.368 0.00
H 3.059 0.914 1.352 0.00
H 4.209 -4.441 -2.158 0.00
H 4.211 -6.977 -3.123 0.00
H 1.779 -8.873 -2.664 0.00
H 0.317 -8.014 -3.158 0.00
H 1.645 -8.257 -4.304 0.00
C 2.215 6.141 2.434 0.00
C 0.821 5.803 1.939 0.00
N 0.682 4.375 1.573 0.00
C 0.791 4.034 0.290 0.00
C 0.746 2.738 -0.168 0.00
C 0.921 2.504 -1.627 0.00
O 0.692 3.321 -2.470 0.00
O 1.379 1.270 -1.902 0.00
C 0.516 1.686 0.741 0.00
O 0.385 0.463 0.395 0.00
C 0.407 2.047 2.133 0.00
C 0.231 1.053 3.110 0.00
C 0.173 1.395 4.423 0.00
F 0.085 0.423 5.344 0.00
C 0.248 2.738 4.867 0.00
C 0.414 3.716 3.901 0.00
C 0.512 3.387 2.540 0.00
N 0.186 3.065 6.220 0.00
C -0.520 2.267 7.208 0.00
C -1.252 3.173 8.184 0.00
N -0.277 4.134 8.817 0.00
C 0.461 4.938 7.778 0.00
C 1.140 3.977 6.817 0.00
H 2.260 7.195 2.705 0.00
H 2.957 5.963 1.656 0.00
H 2.494 5.549 3.306 0.00
H 0.580 6.369 1.042 0.00
H 0.044 6.041 2.665 0.00
H 0.927 4.844 -0.417 0.00
H 0.185 0.012 2.819 0.00
H 0.444 4.750 4.206 0.00
H 0.169 1.609 7.754 0.00
H -1.262 1.630 6.737 0.00
H -1.722 2.606 8.985 0.00
H -1.998 3.786 7.681 0.00
H 0.398 3.611 9.383 0.00
H -0.767 4.756 9.462 0.00
H 1.176 5.574 8.295 0.00
H -0.288 5.552 7.280 0.00
H 1.908 3.409 7.365 0.00
H 1.667 4.550 6.058 0.00
O -5.139 0.213 -3.386 0.03
C -4.556 1.227 -2.771 0.11
C -5.363 2.352 -2.541 -0.02
C -4.854 3.451 -1.907 0.04
C -3.514 3.483 -1.464 0.03
C -2.716 2.402 -1.674 -0.02
C -3.196 1.238 -2.333 0.04
C -2.303 0.144 -2.532 -0.08
O -1.091 0.201 -2.077 0.06
N -2.745 -0.933 -3.229 0.27
N -1.901 -1.931 -3.320 0.25
C -2.349 -2.915 -4.118 0.03
S -3.793 -2.843 -5.035 0.08
C -3.736 -4.595 -5.519 0.00
C -2.280 -5.000 -5.641 -0.01
S -1.393 -4.318 -4.211 0.15
H -4.483 -0.505 -3.508 0.00
H -6.387 2.316 -2.887 0.00
H -5.489 4.313 -1.748 0.00
H -3.127 4.368 -0.979 0.00
H -1.683 2.421 -1.359 0.00
H -4.262 -4.697 -6.466 0.00
H -4.256 -5.171 -4.754 0.00
H -1.820 -4.597 -6.543 0.01
H -2.158 -6.082 -5.628 0.00



[2]
113
Properties=species:S:1:pos:R:3:lowdin_charge:R:1 method="wB97M-V/def2-TZVPD" smiles="CP(O)c1c(C(F)(F)C(F)(F)C(F)(F)F)ccc2c1N(CC(=O)c1ccccc1)c1c(COC(F)(F)F)cc(P(=O)(O)O)cc1S2.CCCC#N.CCCC#N.CCCC#N.CCCC#N" e_lumo_ev=-1.087 molar_mass_g_mol=1001.9 orbital_gap_ev=7.2
C 2.635 2.206 -1.406 -0.29
P 1.873 0.866 -0.250 0.92
O 2.811 -0.634 -0.413 -0.38
C 2.018 1.328 1.595 -0.19
C 3.392 1.843 2.319 -0.04
C 4.804 2.066 1.522 -0.19
F 5.894 1.768 2.527 -0.02
F 5.053 1.167 0.381 0.01
C 4.928 3.671 1.200 -0.08
F 5.527 4.290 2.442 0.01
F 3.586 4.353 1.063 0.01
C 5.962 4.054 -0.018 -0.13
F 7.141 3.165 -0.139 0.06
F 6.515 5.416 0.332 0.02
F 5.206 4.245 -1.284 0.02
C 3.416 2.224 3.947 0.02
C 2.060 2.102 4.863 -0.03
C 0.693 1.597 4.105 -0.34
C 0.615 1.194 2.484 -0.11
N -0.679 0.795 1.914 -0.15
C -0.887 -0.553 1.395 -0.16
C -0.171 -1.827 2.103 -0.20
O 0.439 -1.897 3.284 -0.04
C -0.265 -3.269 1.259 -0.07
C -1.598 -3.445 0.267 -0.03
C -1.884 -4.793 -0.635 -0.06
C -0.795 -6.030 -0.525 -0.06
C 0.525 -5.871 0.475 -0.05
C 0.816 -4.494 1.380 0.00
C -1.853 1.662 2.168 -0.06
C -2.824 2.229 0.931 0.00
C -2.542 1.858 -0.671 -0.15
O -1.332 2.540 -1.147 -0.06
C -1.590 3.891 -1.653 -0.24
F -2.906 4.469 -1.302 0.05
F -0.561 4.784 -1.001 0.01
F -1.285 3.971 -3.123 0.02
C -4.070 3.226 1.379 0.01
C -4.392 3.689 2.934 -0.21
P -5.815 4.890 3.362 0.69
O -5.140 6.352 3.449 -0.39
O -6.987 4.989 2.077 -0.21
O -6.483 4.573 4.937 -0.21
C -3.436 3.131 4.144 -0.04
C -2.193 2.142 3.733 -0.34
S -0.969 1.472 5.041 0.81
H 3.726 1.904 -1.694 0.05
H 2.505 3.295 -1.002 0.04
H 1.984 2.149 -2.404 0.05
H 2.924 -0.990 0.535 0.07
H 4.402 2.602 4.501 0.11
H 1.998 2.385 6.018 0.11
H -2.058 -0.787 1.380 0.15
H -0.574 -0.579 0.242 0.06
H -2.403 -2.576 0.176 0.08
H -2.842 -4.852 -1.322 0.03
H -1.016 -6.996 -1.175 0.08
H 1.262 -6.791 0.510 0.08
H 1.744 -4.407 2.087 0.09
H -3.488 1.977 -1.348 0.15
H -2.285 0.692 -0.669 0.08
H -4.786 3.671 0.550 0.10
H -7.355 4.064 1.939 0.08
H -6.412 3.577 5.072 0.08
H -3.548 3.392 5.293 0.11
C 2.038 -5.353 6.469 -0.11
C 0.879 -5.499 5.492 -0.27
C 0.844 -6.862 4.804 -0.19
C 2.029 -7.091 3.961 -0.24
N 2.970 -7.271 3.306 0.14
H 3.005 -5.434 5.963 0.07
H 2.000 -4.373 6.956 0.07
H 1.992 -6.121 7.248 0.08
H 0.937 -4.699 4.742 0.10
H -0.061 -5.355 6.038 0.11
H -0.054 -6.922 4.180 0.12
H 0.763 -7.657 5.555 0.12
C 2.507 8.237 -3.837 -0.11
C 1.581 7.224 -3.173 -0.27
C 2.331 6.182 -2.344 -0.19
C 3.214 5.344 -3.170 -0.24
N 3.917 4.692 -3.824 0.15
H 3.190 7.756 -4.544 0.07
H 1.921 8.976 -4.392 0.07
H 3.104 8.769 -3.089 0.08
H 0.977 6.730 -3.945 0.11
H 0.884 7.762 -2.519 0.11
H 1.601 5.541 -1.838 0.09
H 2.915 6.680 -1.560 0.13
C 0.126 0.397 -4.947 -0.11
C 0.636 -0.967 -4.502 -0.26
C -0.436 -1.810 -3.811 -0.17
C -0.904 -1.197 -2.557 -0.13
N -1.277 -0.704 -1.576 0.16
H -0.199 1.004 -4.096 0.06
H 0.921 0.947 -5.462 0.08
H -0.716 0.293 -5.639 0.08
H 1.497 -0.830 -3.834 0.11
H 0.999 -1.511 -5.382 0.11
H -0.021 -2.800 -3.590 0.12
H -1.283 -1.964 -4.489 0.12
C -3.169 -7.886 -5.076 -0.11
C -3.962 -6.644 -5.464 -0.27
C -3.689 -5.451 -4.549 -0.19
C -4.112 -5.704 -3.162 -0.22
N -4.438 -5.912 -2.068 0.15
H -3.434 -8.237 -4.074 0.07
H -3.376 -8.700 -5.778 0.08
H -2.093 -7.686 -5.097 0.08
H -5.033 -6.886 -5.461 0.12
H -3.700 -6.368 -6.492 0.11
H -4.230 -4.579 -4.933 0.12
H -2.622 -5.199 -4.573 0.12



[3]
104
Properties=species:S:1:pos:R:3:lowdin_charge:R:1 method="wB97M-V/def2-TZVPD" e_lumo_ev=-5.326 molar_mass_g_mol=937.4 e_above_lowest_kcal_mol=0.0 orbital_gap_ev=7.7 charge=+2
Hf -0.252 -0.067 0.435 1.74
C -3.880 -2.568 1.269 -0.05
C -3.680 -1.446 0.255 -0.19
C -3.296 -1.983 -1.094 -0.18
C -4.303 -2.241 -2.012 -0.02
C -4.017 -2.817 -3.239 -0.06
C -2.710 -3.118 -3.563 -0.02
C -1.664 -2.889 -2.670 -0.17
C -0.272 -3.246 -3.139 -0.21
C -0.034 -4.754 -3.205 -0.07
C -1.979 -2.330 -1.422 -0.17
N -0.922 -2.015 -0.500 -0.03
C -0.128 -2.962 -0.108 -0.07
C 1.112 -2.646 0.499 -0.33
C 2.102 -3.485 0.989 0.00
C 3.181 -2.662 1.339 -0.05
C 2.797 -1.366 1.041 -0.15
N 1.541 -1.317 0.524 -0.10
H -4.230 -2.179 2.228 0.07
H -2.952 -3.118 1.438 0.08
H -4.622 -3.280 0.907 0.09
H -2.937 -0.735 0.632 0.06
H -4.600 -0.866 0.153 0.12
H -5.325 -1.985 -1.762 0.13
H -4.811 -3.016 -3.941 0.11
H -2.483 -3.545 -4.534 0.12
H 0.497 -2.776 -2.524 0.09
H -0.142 -2.826 -4.141 0.11
H -0.134 -5.224 -2.225 0.07
H 0.962 -4.977 -3.586 0.08
H -0.761 -5.234 -3.860 0.08
H -0.380 -4.005 -0.290 0.15
H 2.049 -4.560 1.059 0.12
H 4.135 -2.969 1.735 0.11
H 3.386 -0.467 1.155 0.10
C -5.699 1.555 5.586 -0.03
C -4.786 0.434 6.047 -0.27
C -5.582 -0.787 6.474 -0.14
C -4.658 -1.866 7.001 -0.11
C -3.611 -2.201 5.983 -0.12
C -3.015 -3.440 5.960 0.09
C -2.045 -3.748 5.006 -0.24
F -1.504 -4.965 5.032 0.11
C -1.651 -2.855 4.054 0.08
C -2.252 -1.587 4.049 -0.07
C -1.879 -0.633 3.037 -0.28
O -0.983 -0.973 2.171 -0.17
C -2.484 0.625 3.067 -0.03
C -3.416 0.892 4.064 0.06
N -3.797 0.022 4.981 0.07
C -3.222 -1.254 5.010 -0.05
C -2.178 1.745 2.122 -0.55
O -2.504 2.880 2.360 0.13
O -1.531 1.395 1.020 -0.21
H -6.469 1.690 6.344 0.10
H -6.195 1.301 4.648 0.10
H -5.196 2.515 5.482 0.09
H -4.170 0.772 6.885 0.17
H -6.174 -1.151 5.630 0.14
H -6.283 -0.475 7.247 0.13
H -5.210 -2.767 7.269 0.13
H -4.169 -1.518 7.917 0.14
H -3.295 -4.200 6.679 0.15
H -0.901 -3.112 3.320 0.13
H -3.865 1.873 4.091 0.14
N 1.136 1.751 -0.332 -0.04
C 2.091 2.342 0.631 -0.20
C 1.418 2.380 1.983 -0.20
N 0.956 1.011 2.285 -0.02
H 1.601 1.554 -1.213 0.10
H 0.419 2.439 -0.557 0.10
H 2.412 3.336 0.319 0.13
H 2.976 1.704 0.659 0.11
H 0.540 3.027 1.952 0.12
H 2.094 2.766 2.746 0.13
H 0.355 1.020 3.103 0.10
H 1.741 0.418 2.539 0.09
C -3.156 1.671 -1.706 0.03
C -1.942 1.091 -2.333 -0.29
N -0.925 0.496 -1.715 -0.03
C -0.051 0.067 -2.704 -0.14
C -0.536 0.427 -3.913 -0.01
N -1.738 1.059 -3.672 0.03
C -2.659 1.544 -4.711 -0.04
N -3.613 0.566 -5.139 -0.05
N -4.824 0.493 -4.521 0.07
N -5.508 -0.441 -5.043 0.09
C -4.770 -1.026 -6.052 -0.24
C -5.086 -2.089 -6.906 0.00
C -4.121 -2.470 -7.806 -0.06
C -2.873 -1.810 -7.870 -0.07
C -2.553 -0.762 -7.040 -0.02
C -3.536 -0.386 -6.119 -0.17
H -3.067 1.635 -0.627 0.06
H -4.037 1.119 -2.032 0.08
H -3.287 2.713 -2.002 0.10
H 0.848 -0.483 -2.475 0.11
H -0.154 0.284 -4.909 0.13
H -2.056 1.864 -5.558 0.15
H -3.201 2.402 -4.327 0.14
H -6.051 -2.575 -6.857 0.12
H -4.314 -3.285 -8.490 0.11
H -2.151 -2.137 -8.607 0.11
H -1.598 -0.258 -7.119 0.10



[4]
107
Properties=species:S:1:pos:R:3:mulliken_spin:R:1 method="wB97M-V/def2-TZVPD" spin_multiplicity=2 s2=0.761 e_lumo_ev="-2.865 / -3.289" molar_mass_g_mol=1235.6 e_above_lowest_kcal_mol=0.0 orbital_gap_ev="7.3 / 6.9" charge=+1
W -0.194 -0.571 -0.049 1.01
C 6.691 1.279 -3.148 0.00
C 5.705 1.399 -4.117 0.00
C 4.389 1.089 -3.808 0.00
C 4.061 0.666 -2.521 0.00
C 5.054 0.541 -1.551 0.00
C 6.367 0.847 -1.869 0.00
P 2.342 0.351 -2.100 0.04
C 1.479 -0.079 -3.614 0.00
C 0.734 0.879 -4.298 0.00
C 0.085 0.531 -5.475 0.00
C 0.181 -0.764 -5.961 0.00
C 0.926 -1.719 -5.278 0.00
C 1.576 -1.381 -4.105 0.01
C 1.580 1.792 -1.390 -0.17
C 2.057 3.074 -1.669 -0.01
C 1.439 4.170 -1.100 0.00
C 0.345 3.956 -0.268 0.00
C -0.116 2.676 -0.007 0.03
C 0.486 1.531 -0.551 0.14
H 7.718 1.515 -3.392 0.00
H 5.961 1.725 -5.117 0.00
H 3.622 1.164 -4.569 0.00
H 4.799 0.190 -0.559 0.00
H 7.141 0.741 -1.120 0.00
H 0.649 1.886 -3.908 0.00
H -0.500 1.271 -6.006 0.00
H -0.331 -1.035 -6.875 0.00
H 0.987 -2.733 -5.653 0.00
H 2.127 -2.130 -3.550 0.00
H 2.916 3.200 -2.318 0.00
H 1.798 5.172 -1.299 0.00
H -0.164 4.802 0.179 0.00
H -0.977 2.576 0.638 0.01
C -0.567 -6.819 1.340 0.00
C -0.993 -5.395 1.058 0.00
O 0.032 -4.709 0.325 0.00
P 1.061 -3.612 0.953 0.03
S 2.219 -1.077 -0.683 -0.06
S -0.298 -2.193 1.804 0.01
O 1.660 -4.312 2.293 0.00
C 1.111 -4.397 3.612 0.00
C 2.056 -3.733 4.589 0.00
H -1.354 -7.351 1.877 0.00
H 0.340 -6.834 1.944 0.00
H -0.364 -7.347 0.409 0.00
H -1.227 -4.853 1.975 0.00
H -1.891 -5.374 0.438 0.00
H 0.983 -5.454 3.848 0.00
H 0.130 -3.918 3.651 0.00
H 3.040 -4.200 4.545 0.00
H 1.673 -3.821 5.607 0.00
H 2.166 -2.675 4.343 0.00
Se -1.788 0.474 -1.957 -0.01
P -3.231 0.943 -0.397 0.03
Se -2.219 0.282 1.419 0.00
C -3.634 2.704 -0.372 0.00
C -3.615 3.433 0.812 0.00
C -3.956 4.778 0.797 0.00
C -4.307 5.390 -0.397 0.00
C -4.324 4.661 -1.580 0.00
C -3.989 3.318 -1.570 0.00
C -4.801 0.086 -0.586 0.00
C -5.778 0.280 0.391 0.00
C -6.998 -0.359 0.271 0.00
C -7.246 -1.184 -0.821 0.00
C -6.274 -1.373 -1.791 0.00
C -5.044 -0.739 -1.675 0.00
H -3.324 2.951 1.738 0.00
H -3.945 5.348 1.717 0.00
H -4.569 6.440 -0.408 0.00
H -4.598 5.142 -2.510 0.00
H -3.997 2.750 -2.494 0.00
H -5.584 0.924 1.242 0.00
H -7.758 -0.217 1.028 0.00
H -8.202 -1.682 -0.912 0.00
H -6.468 -2.018 -2.638 0.00
H -4.273 -0.897 -2.417 0.00
Cl -2.724 -2.929 -3.616 0.00
C -1.818 -3.660 -2.291 0.00
Cl -0.554 -4.711 -2.906 0.00
C -1.253 -2.533 -1.466 0.01
O -1.869 -2.047 -0.496 -0.02
O -0.155 -1.987 -1.760 -0.04
H -2.519 -4.241 -1.701 0.00
C 0.302 2.575 5.523 0.00
C -0.018 1.126 5.170 0.00
C 0.962 0.533 4.166 0.00
S 0.791 1.375 2.566 0.00
O 0.993 0.230 1.557 -0.03
C 2.328 2.329 2.464 0.00
C 3.518 1.522 1.972 0.00
C 3.950 0.391 2.895 0.00
H -0.399 2.964 6.260 0.00
H 0.242 3.223 4.644 0.00
H 1.308 2.663 5.939 0.00
H -1.031 1.050 4.766 0.00
H 0.009 0.505 6.067 0.00
H 0.739 -0.508 3.925 0.00
H 1.997 0.613 4.504 0.00
H 2.488 2.745 3.461 0.00
H 2.101 3.144 1.775 0.00
H 4.337 2.235 1.840 0.00
H 3.274 1.126 0.988 0.00
H 4.172 0.756 3.901 0.00
H 4.856 -0.079 2.511 0.00
H 3.185 -0.385 2.959 0.00